Entry 1:
Molecular formula: C20H56N5O6Sr2
Method: DFT, the ωB97M-V functional and the def2-TZVPD basis

The geometry in ORCA input format:
```
! wB97M-V def2-TZVPD RIJCOSX def2/J DEFGRID3
* xyz 2 2
Sr -7.92 -1.40 -18.31
Sr -8.44 -0.70 -14.94
O -7.01 -2.32 -16.08
H -6.04 -2.36 -16.18
C -4.15 1.61 -18.45
C -4.87 0.65 -19.37
C -3.85 -0.03 -20.35
O -4.53 -0.95 -21.15
C -3.71 -1.51 -22.24
N -5.41 -0.30 -18.42
H -3.47 1.15 -17.73
H -4.83 2.25 -17.90
H -3.56 2.27 -19.10
H -5.68 1.18 -19.88
H -3.01 -0.46 -19.81
H -3.35 0.72 -20.97
H -2.82 -1.89 -21.73
H -3.34 -0.71 -22.87
H -4.21 -2.21 -22.91
H -4.57 -0.70 -18.02
H -5.78 0.25 -17.66
C -1.14 -1.82 -17.90
C -1.83 -2.44 -16.66
C -1.80 -1.47 -15.46
O -0.51 -1.50 -14.92
C -0.33 -0.53 -13.89
N -3.20 -2.67 -17.10
H -1.10 -2.55 -18.72
H -0.12 -1.50 -17.66
H -1.61 -0.93 -18.31
H -1.40 -3.40 -16.38
H -2.45 -1.97 -14.74
H -2.27 -0.51 -15.68
H 0.70 -0.59 -13.53
H -1.04 -0.76 -13.09
H -0.49 0.50 -14.22
H -3.68 -3.04 -16.29
H -3.18 -3.39 -17.81
C -9.07 -5.92 -19.07
C -8.74 -4.99 -17.91
C -8.35 -5.60 -16.58
O -9.41 -6.38 -16.01
C -9.15 -7.02 -14.71
N -7.69 -4.07 -18.29
H -8.33 -6.67 -19.35
H -9.18 -5.30 -19.95
H -9.97 -6.52 -18.92
H -9.69 -4.48 -17.73
H -8.08 -4.79 -15.90
H -7.43 -6.17 -16.70
H -9.35 -6.18 -14.04
H -8.14 -7.41 -14.61
H -9.97 -7.71 -14.53
H -7.31 -3.82 -17.38
H -6.94 -4.55 -18.76
C -5.81 -4.03 -13.23
C -4.70 -4.50 -14.26
C -4.29 -6.01 -14.02
O -5.37 -6.99 -14.16
C -4.95 -8.29 -14.47
N -5.14 -4.38 -15.65
H -5.46 -4.26 -12.22
H -6.78 -4.51 -13.37
H -5.93 -2.95 -13.32
H -3.81 -3.87 -14.15
H -3.88 -6.17 -13.02
H -3.53 -6.24 -14.77
H -4.16 -8.66 -13.81
H -4.56 -8.33 -15.49
H -5.79 -8.97 -14.32
H -5.87 -3.71 -15.83
H -5.65 -5.25 -15.71
C -5.07 0.63 -14.82
C -5.31 -0.05 -13.50
C -4.67 0.61 -12.25
O -5.04 -0.25 -11.18
C -4.75 0.32 -9.90
N -6.73 -0.10 -13.11
H -4.03 0.95 -14.90
H -5.63 1.56 -14.87
H -5.33 -0.02 -15.65
H -5.02 -1.10 -13.62
H -4.99 1.65 -12.16
H -3.59 0.47 -12.27
H -3.68 0.54 -9.88
H -4.88 -0.40 -9.09
H -5.24 1.28 -9.77
H -7.07 0.84 -13.00
H -6.75 -0.28 -12.11
*
```

Expectation value of S² = 0.75
Orbital gap (spin up / spin down) = 5.87 / 7.04 eV

---

Entry 2:
Molecular formula: C2HFNO2
Method: DFT, the ωB97M-V functional and the def2-TZVPD basis

The geometry in ORCA input format:
```
! wB97M-V def2-TZVPD RIJCOSX def2/J DEFGRID3
* xyz -1 1
C -0.38 -0.15 0.00
C 1.30 0.01 0.00
N -1.11 0.82 0.00
O 1.72 1.15 0.00
O 1.80 -1.10 0.00
F -2.70 0.47 0.00
H -0.63 -1.21 0.00
*
```

Energy above the lowest of the compared OMol25 structures with the same formula, charge and spin = 10.20 kJ/mol
Orbital gap = 9.47 eV

---

Entry 3:
Molecular formula: C6H11ClNO
Method: DFT, the ωB97M-V functional and the def2-TZVPD basis

The geometry in ORCA input format:
```
! wB97M-V def2-TZVPD RIJCOSX def2/J DEFGRID3
* xyz 1 1
C 3.16 0.34 -0.35
C -1.93 -0.73 0.48
C -1.16 0.65 0.56
C -1.13 -1.53 -0.68
C -0.16 0.60 -0.56
C 2.25 -0.17 0.41
N -0.27 -0.49 -1.18
O 3.28 1.69 -0.31
Cl 1.82 -1.78 0.37
H 3.82 -0.10 -1.07
H -1.86 -1.34 1.38
H -2.97 -0.59 0.31
H -1.71 1.62 0.51
H -0.73 0.57 1.55
H -0.38 -2.17 -0.34
H -1.90 -1.92 -1.35
H 0.50 1.40 -0.66
H 1.72 0.42 1.08
H 2.56 2.10 0.25
H 0.38 -0.76 -1.98
*
```

Energy above the lowest of the compared OMol25 structures with the same formula, charge and spin = 63.12 kJ/mol
Orbital gap = 8.52 eV

---

Number 1: E -43039.216 eV. Number 2: E -10392.104 eV. Number 3: E -22451.472 eV.